(1)
Below is an isolated molecule of C3H6N2O, with properties calculated with the ωB97M-V functional and the def2-TZVPD basis.

Geometry as XYZ:
```
12
C3H6N2O (the ωB97M-V functional and the def2-TZVPD basis)
N 1.717 0.213 0.253
C 0.907 -0.641 -0.451
O 1.332 -1.772 -0.556
N -0.329 -0.133 -0.865
C -1.336 -0.485 0.308
C -1.038 0.875 -0.093
H 1.698 1.125 -0.169
H 2.623 -0.236 0.348
H -2.111 -1.045 -0.175
H -1.082 -0.775 1.340
H -1.803 1.410 -0.633
H -0.578 1.464 0.694
```

Values from the calculation:
* orbital gap: 10.8 eV
* multiplicity: 1
* SMILES: NC(=O)N1CC1
* LUMO: 0.9741 eV

Results of the Löwdin charge analysis, in e, for atoms 1 through 6: 0.145, -0.636, 0.056, 0.040, -0.059, -0.187

(2)
Below is a structure of composition C3H6N2O, with properties calculated with the ωB97M-V functional and the def2-TZVPD basis.

Geometry as XYZ:
```
12
C3H6N2O (the ωB97M-V functional and the def2-TZVPD basis)
N -1.153 -0.777 0.008
C -0.666 0.615 0.021
C 0.880 0.638 0.182
O 1.249 0.166 1.440
C 1.289 -0.384 -0.843
N 0.820 -1.374 -1.243
H -2.011 -0.753 -0.529
H -0.436 -1.610 -0.766
H -0.955 1.229 -0.850
H -0.977 1.193 0.917
H 1.314 1.630 0.042
H 0.645 -0.575 1.621
```

Values from the calculation:
* orbital gap (spin up / spin down): 9.6 / 9.6 eV
* multiplicity: 1
* LUMO (spin up / spin down): 0.3308 / 0.3307 eV

Results of the Löwdin charge analysis, in e, for atoms 1 through 6: -0.074, -0.249, -0.377, -0.013, -0.078, 0.136

(3)
Below is an isolated molecule of C3H6N2O, with properties calculated with the ωB97M-V functional and the def2-TZVPD basis.

Geometry as XYZ:
```
12
C3H6N2O (the ωB97M-V functional and the def2-TZVPD basis)
C -0.347 1.013 1.489
N 0.290 -0.200 1.014
C 0.169 -0.435 -0.236
N -0.499 0.273 -1.193
C 0.820 -1.671 -0.777
O 0.838 -1.923 -1.960
H -1.428 1.009 1.284
H -0.204 1.114 2.567
H 0.075 1.912 1.012
H -0.304 -0.023 -2.141
H -0.696 1.249 -1.042
H 1.286 -2.319 -0.017
```

Values from the calculation:
* orbital gap: 9.9 eV
* multiplicity: 1
* SMILES: C/N=C(\N)C=O
* LUMO: 0.3053 eV

Results of the Löwdin charge analysis, in e, for atoms 1 through 6: -0.146, 0.024, -0.438, 0.149, -0.179, 0.054

(4)
Below is an isolated molecule of C3H6N2O, with properties calculated with the ωB97M-V functional and the def2-TZVPD basis.

Geometry as XYZ:
```
12
C3H6N2O (the ωB97M-V functional and the def2-TZVPD basis)
C -1.160 1.112 0.259
N -0.126 0.616 -0.618
C 0.047 -0.963 -0.520
C 1.357 -1.030 0.199
N 1.900 0.098 0.374
O 1.157 1.095 -0.121
H -1.222 2.191 0.113
H -2.104 0.659 -0.039
H -0.968 0.907 1.321
H 0.104 -1.337 -1.542
H -0.787 -1.411 0.017
H 1.802 -1.936 0.557
```

Values from the calculation:
* orbital gap: 9.9 eV
* multiplicity: 1
* SMILES: CN1CC=NO1
* LUMO: 0.9739 eV

Results of the Löwdin charge analysis, in e, for atoms 1 through 6: -0.106, -0.137, -0.092, -0.147, 0.039, -0.128

(5)
Below is a structure of composition C3H6N2O, with properties calculated with the ωB97M-V functional and the def2-TZVPD basis.

Geometry as XYZ:
```
12
C3H6N2O (the ωB97M-V functional and the def2-TZVPD basis)
C 0.328 0.852 -0.144
C -1.208 0.943 0.236
C -0.815 -0.630 0.482
H 2.079 -1.282 0.126
H 1.376 -1.514 -1.382
H 0.967 1.254 0.752
H 0.672 1.531 -1.193
H -1.960 0.931 -0.466
H -1.415 1.740 0.977
N 1.129 -1.714 -0.218
N 0.321 -0.543 -0.161
O -1.473 -1.566 0.992
```

Values from the calculation:
* orbital gap: 10.0 eV
* multiplicity: 1
* LUMO: 0.5673 eV

Results of the Löwdin charge analysis, in e, for atoms 1 through 6: -0.205, -0.006, -0.445, 0.114, 0.181, 0.131

(6)
Below is an isolated molecule of C3H6N2O, with properties calculated with the ωB97M-V functional and the def2-TZVPD basis.

Geometry as XYZ:
```
12
C3H6N2O (the ωB97M-V functional and the def2-TZVPD basis)
C -1.321 0.194 -0.936
N -0.087 0.167 -0.187
C 0.012 -0.122 1.102
N 1.220 -0.107 1.614
C 1.355 0.075 -0.853
O 1.360 0.183 -2.042
H -1.057 0.062 -1.990
H -1.828 1.160 -0.828
H -2.004 -0.611 -0.637
H -0.878 -0.390 1.680
H 1.372 -0.537 2.515
H 1.857 -0.074 0.564
```

Values from the calculation:
* orbital gap: 8.8 eV
* multiplicity: 1
* LUMO: 0.7846 eV

Results of the Löwdin charge analysis, in e, for atoms 1 through 6: -0.066, -0.137, -0.217, 0.045, -0.209, 0.003

(7)
Below is an isolated molecule of C3H6N2O, with properties calculated with the ωB97M-V functional and the def2-TZVPD basis.

Geometry as XYZ:
```
12
C3H6N2O (the ωB97M-V functional and the def2-TZVPD basis)
O -1.573 -0.932 0.146
N -1.615 0.390 -0.376
C -0.576 1.175 0.016
C 0.640 0.395 0.608
C 2.040 0.048 -0.241
N 0.902 -0.896 -0.139
H -0.514 -0.979 0.521
H -0.358 2.084 -0.279
H 0.510 0.465 1.768
H 1.845 0.857 -1.026
H 2.922 -0.276 0.316
H 0.547 -0.858 -1.160
```

Values from the calculation:
* orbital gap: 10.5 eV
* multiplicity: 1
* SMILES: O/N=C\[C@@H]1CN1
* LUMO: 0.7563 eV

Results of the Löwdin charge analysis, in e, for atoms 1 through 6: -0.156, -0.002, -0.094, -0.250, -0.060, -0.097

(8)
Below is an isolated molecule of C3H6N2O, with properties calculated with the ωB97M-V functional and the def2-TZVPD basis.

Geometry as XYZ:
```
12
C3H6N2O (the ωB97M-V functional and the def2-TZVPD basis)
N -1.880 -2.380 0.295
C -1.212 -1.453 0.491
C -0.348 -0.269 0.626
O -1.185 0.868 0.516
C 0.806 -0.285 -0.459
N 0.924 0.972 -1.158
H 0.191 -0.310 1.563
H -0.987 1.490 1.226
H 0.615 -1.087 -1.178
H 1.775 -0.512 0.014
H 1.316 1.679 -0.542
H -0.015 1.286 -1.395
```

Values from the calculation:
* orbital gap: 10.1 eV
* multiplicity: 1
* SMILES: N#C[C@H](O)CN
* LUMO: 0.2566 eV

Results of the Löwdin charge analysis, in e, for atoms 1 through 6: 0.159, -0.162, -0.354, -0.027, -0.225, -0.002

(9)
Below is an isolated molecule of C3H6N2O, with properties calculated with the ωB97M-V functional and the def2-TZVPD basis.

Geometry as XYZ:
```
12
C3H6N2O (the ωB97M-V functional and the def2-TZVPD basis)
C -0.386 -1.672 1.603
N -0.712 -0.599 0.994
N 0.542 0.114 0.405
C 0.106 0.793 -0.661
C -0.870 0.742 -1.547
O 1.377 1.625 -0.992
H 0.650 -2.031 1.708
H -1.161 -2.247 2.132
H 0.961 0.707 1.120
H -1.773 0.183 -1.334
H -0.850 1.389 -2.414
H 2.116 0.997 -1.014
```

Values from the calculation:
* orbital gap: 9.6 eV
* multiplicity: 1
* SMILES: C=NNC(=C)O
* LUMO: 0.8974 eV

Results of the Löwdin charge analysis, in e, for atoms 1 through 6: -0.048, 0.019, 0.003, -0.419, 0.048, -0.072

(10)
Below is a cluster of 2 separate species, C3H6N2O in total, with properties calculated with the ωB97M-V functional and the def2-TZVPD basis.

Geometry as XYZ:
```
12
C3H6N2O (the ωB97M-V functional and the def2-TZVPD basis)
C 0.488 0.074 0.210
C -0.836 0.473 0.637
N -0.802 0.499 1.991
C 0.447 0.029 2.431
N 1.230 -0.144 1.394
H 0.800 0.470 -0.811
H -1.575 1.139 0.088
H -1.362 1.215 2.524
H 0.595 0.204 3.512
O 0.473 -1.103 -3.676
H 0.150 -1.954 -3.669
H 0.391 -0.901 -4.630
```

Values from the calculation:
* orbital gap: 9.4 eV
* multiplicity: 1
* SMILES: c1c[nH]cn1.O
* LUMO: 0.8905 eV

Results of the Löwdin charge analysis, in e, for atoms 1 through 6: -0.135, -0.149, -0.026, -0.213, 0.013, 0.108

(11)
Below is a cluster of 2 separate species, C3H6N2O in total, with properties calculated with the ωB97M-V functional and the def2-TZVPD basis.

Geometry as XYZ:
```
12
C3H6N2O (the ωB97M-V functional and the def2-TZVPD basis)
C -1.191 0.059 0.553
N 0.209 -0.340 0.518
C 1.210 0.511 0.917
O 2.176 0.174 1.566
H -1.550 0.016 1.582
H -1.313 1.078 0.182
H -1.826 -0.585 -0.063
H 0.388 -1.278 0.853
H 1.109 1.535 0.520
C 0.286 -0.391 -2.175
N -0.840 -0.328 -2.422
H 1.343 -0.451 -2.030
```

Values from the calculation:
* orbital gap: 10.9 eV
* multiplicity: 1
* SMILES: CNC=O.C#N
* LUMO: 0.9375 eV

Results of the Löwdin charge analysis, in e, for atoms 1 through 6: -0.115, -0.073, -0.381, 0.024, 0.081, 0.084

(12)
Below is an isolated molecule of C3H6N2O, with properties calculated with the ωB97M-V functional and the def2-TZVPD basis.

Geometry as XYZ:
```
12
C3H6N2O (the ωB97M-V functional and the def2-TZVPD basis)
C -1.607 1.159 -1.047
C -0.359 0.706 -0.708
N -0.080 -0.279 0.350
N -1.169 -0.770 1.099
C 1.289 -0.465 0.438
O 2.076 -0.167 -0.437
H -2.431 0.431 -0.673
H -1.619 1.965 -1.726
H 0.756 1.166 -0.880
H -1.042 -1.767 1.159
H -0.902 -0.407 2.060
H 1.424 -1.103 1.307
```

Values from the calculation:
* orbital gap: 9.5 eV
* multiplicity: 1
* SMILES: C=CN(N)C=O
* LUMO: 0.6981 eV

Results of the Löwdin charge analysis, in e, for atoms 1 through 6: -0.001, -0.143, -0.203, 0.082, -0.323, 0.011

Quick rundown of F_max, same order as above: 2.3 4.3 0.5 3.0 7.6 0.7 8.6 1.4 6.0 3.8 1.2 4.8 eV/A